No. 1
A structure of composition C28H32MnN5O4SSi. Source: the Open Molecules 2025 dataset; level of theory: ωB97M-V with the def2-TZVPD basis set.

Geometry as XYZ:
```
72
Properties=species:S:1:pos:R:3:mulliken_spin:R:1
Mn -0.219 -0.093 -0.717 3.97
N -1.247 -0.087 2.219 0.03
C -2.657 0.093 1.898 0.00
C -3.034 -0.274 0.471 0.01
O -4.220 -0.380 0.193 0.01
O -2.073 -0.391 -0.380 0.00
H -1.089 -0.939 2.735 0.00
H -0.865 0.679 2.752 0.00
H -2.935 1.143 2.006 0.00
H -3.321 -0.476 2.547 0.00
N -0.414 -4.111 -1.834 0.05
C -0.262 -4.432 -0.491 0.02
C -0.283 -5.639 0.177 0.01
C -0.061 -5.622 1.558 0.04
C 0.178 -4.423 2.220 -0.03
C 0.191 -3.205 1.539 0.07
C -0.042 -3.206 0.170 -0.08
N -0.062 -2.178 -0.747 -0.01
C -0.345 -2.733 -1.960 0.21
C -0.486 -2.037 -3.154 0.00
C -0.540 -2.514 -4.477 0.48
S -0.622 -1.163 -5.558 0.11
C -0.577 -0.082 -4.208 -0.03
N -0.531 -0.647 -3.057 0.05
H -0.781 -4.714 -2.545 0.01
H -0.462 -6.569 -0.348 0.00
H -0.071 -6.552 2.112 0.01
H 0.365 -4.434 3.288 0.00
H 0.408 -2.281 2.052 0.04
H -0.457 -3.523 -4.848 0.02
H -0.617 0.993 -4.347 -0.01
C -1.062 3.698 -2.939 0.00
Si -1.755 2.707 -1.481 0.01
C -3.072 1.621 -2.216 0.01
C -2.706 3.859 -0.341 0.00
N -0.469 1.932 -0.607 -0.07
C 0.451 2.720 0.060 -0.02
C 0.563 4.114 -0.125 0.01
C 1.475 4.904 0.562 0.00
C 2.354 4.338 1.468 0.01
C 2.289 2.963 1.678 0.00
C 1.359 2.195 1.009 0.05
O 1.281 0.832 1.160 0.00
C 1.930 0.152 2.148 0.01
C 2.739 -0.903 1.755 0.00
C 3.348 -1.694 2.719 0.00
C 3.158 -1.430 4.070 0.00
C 2.356 -0.360 4.450 0.00
C 1.740 0.435 3.494 0.01
H -1.617 3.457 -3.854 0.00
H -0.007 3.461 -3.105 0.00
H -1.140 4.780 -2.785 0.00
H -3.715 2.298 -2.794 0.00
H -3.683 1.125 -1.460 0.00
H -2.700 0.850 -2.888 0.00
H -3.421 4.462 -0.914 0.00
H -2.069 4.534 0.236 0.00
H -3.281 3.245 0.362 0.00
H -0.084 4.591 -0.847 0.00
H 1.500 5.970 0.370 0.00
H 3.082 4.938 2.001 0.00
H 2.979 2.489 2.364 0.00
H 2.845 -1.098 0.694 0.00
H 3.958 -2.535 2.409 0.00
H 3.629 -2.051 4.821 0.00
H 2.199 -0.144 5.500 0.00
H 1.117 1.272 3.786 0.00
C 2.326 -0.815 -2.023 0.03
O 1.504 0.070 -1.333 0.01
H 3.370 -0.504 -1.899 0.00
H 2.117 -0.830 -3.102 0.01
H 2.244 -1.851 -1.669 0.00
```

## Properties
Relative energy (zero: lowest compared OMol25 entry of this formula, charge and spin): 141.0 kJ/mol
Total charge: -1
Calculated total energy: -95233.526 eV
Spin multiplicity: 6
Expectation value of S²: 8.820



No. 2
A cluster of 2 separate species, C28H32N in total in a non-equilibrium geometry. Source: the Open Molecules 2025 dataset; level of theory: ωB97M-V with the def2-TZVPD basis set.

Geometry as XYZ:
```
61
Properties=species:S:1:pos:R:3:nbo_charge:R:1
C 3.449 2.419 4.753 -0.65
C 2.838 1.327 3.933 0.10
C 3.608 0.557 3.041 -0.22
C 3.017 -0.424 2.262 -0.12
C 1.625 -0.730 2.392 -0.10
C 1.073 -1.783 1.634 0.07
C -0.250 -2.301 1.739 -0.10
C -0.424 -3.708 1.600 -0.12
C -1.676 -4.284 1.640 -0.23
C -2.824 -3.492 1.792 0.09
C -4.177 -4.129 1.808 -0.65
C -2.674 -2.107 1.941 -0.24
C -1.425 -1.509 1.889 -0.15
C 0.884 0.003 3.370 -0.12
C 1.483 1.009 4.104 -0.23
H 2.666 3.040 5.202 0.23
H 4.054 2.017 5.577 0.25
H 4.103 3.058 4.148 0.24
H 4.686 0.733 2.980 0.23
H 3.617 -1.003 1.555 0.22
H 1.788 -2.392 1.079 0.23
H 0.460 -4.330 1.445 0.23
H -1.784 -5.369 1.541 0.23
H -4.914 -3.463 2.268 0.23
H -4.524 -4.371 0.794 0.24
H -4.152 -5.066 2.378 0.24
H -3.566 -1.499 2.105 0.23
H -1.341 -0.422 1.932 0.22
H -0.156 -0.258 3.553 0.23
H 0.902 1.557 4.847 0.23
C -0.645 -4.850 -1.987 -0.24
C -1.553 -3.814 -1.730 -0.20
C -1.089 -2.523 -1.514 -0.22
C 0.301 -2.237 -1.514 -0.07
C 0.755 -0.904 -1.202 -0.37
C 2.025 -0.419 -1.449 0.14
N 2.288 0.819 -1.938 -0.38
C 3.642 1.080 -2.432 -0.21
C 3.997 2.562 -2.405 -0.41
C 2.951 3.391 -3.142 -0.40
C 1.530 3.076 -2.675 -0.41
C 1.227 1.576 -2.606 -0.22
C 1.202 -3.290 -1.807 -0.19
C 0.728 -4.579 -2.034 -0.21
H -1.015 -5.861 -2.156 0.22
H -2.624 -4.018 -1.663 0.22
H -1.781 -1.706 -1.289 0.21
H -0.010 -0.203 -0.854 0.21
H 2.903 -1.043 -1.229 0.19
H 4.353 0.493 -1.838 0.21
H 3.713 0.736 -3.480 0.19
H 4.099 2.909 -1.370 0.20
H 4.975 2.690 -2.877 0.23
H 3.152 4.459 -3.008 0.23
H 3.026 3.186 -4.217 0.20
H 1.355 3.517 -1.685 0.20
H 0.803 3.536 -3.352 0.23
H 1.109 1.192 -3.638 0.20
H 0.272 1.407 -2.095 0.22
H 2.274 -3.075 -1.809 0.19
H 1.438 -5.384 -2.230 0.22
```

## Properties
Relative energy (zero: lowest compared OMol25 entry of this formula, charge and spin): 0.0 kJ/mol
Total charge: +1
Calculated total energy: -31038.255 eV



No. 3
The ion C28H32N3 with charge +1 in a non-equilibrium geometry. Source: the Open Molecules 2025 dataset; level of theory: ωB97M-V with the def2-TZVPD basis set.

Geometry as XYZ:
```
63
Properties=species:S:1:pos:R:3:nbo_charge:R:1
C 3.423 0.104 1.408 -0.75
C 2.509 -0.640 0.504 0.72
C 3.121 -1.560 -0.485 -0.76
N 1.174 -0.467 0.559 -0.45
C 0.342 -1.715 0.707 -0.26
C -0.068 -2.050 2.130 0.02
C -0.688 -1.116 2.964 -0.23
C -1.108 -1.490 4.248 -0.20
C -0.906 -2.799 4.702 -0.19
C -0.310 -3.740 3.857 -0.21
C 0.091 -3.366 2.576 -0.22
C 0.658 0.722 -0.122 -0.08
C -0.831 0.933 0.102 -0.03
C -1.784 0.175 -0.565 -0.23
C -3.136 0.323 -0.286 -0.23
C -3.564 1.248 0.694 0.20
N -4.902 1.368 0.962 -0.40
C -5.430 1.931 2.187 -0.40
C -5.888 0.624 0.202 -0.41
C -2.592 2.087 1.308 -0.26
C -1.249 1.945 0.977 -0.20
C 1.087 0.762 -1.566 -0.16
C 0.487 0.145 -2.658 0.01
N 1.360 0.136 -3.726 -0.35
C 1.138 -0.541 -4.987 -0.40
C 2.520 0.817 -3.373 0.13
C 3.667 0.997 -4.131 -0.23
C 4.694 1.754 -3.552 -0.20
C 4.534 2.307 -2.273 -0.23
C 3.379 2.079 -1.505 -0.25
C 2.365 1.291 -2.046 -0.03
H 4.008 0.866 0.861 0.29
H 2.880 0.595 2.230 0.26
H 4.160 -0.612 1.816 0.28
H 3.813 -1.014 -1.150 0.30
H 3.726 -2.310 0.055 0.27
H 2.372 -2.060 -1.117 0.25
H -0.544 -1.629 0.078 0.24
H 0.910 -2.571 0.311 0.22
H -0.848 -0.099 2.605 0.22
H -1.591 -0.754 4.896 0.22
H -1.214 -3.083 5.706 0.23
H -0.155 -4.765 4.193 0.23
H 0.546 -4.080 1.892 0.21
H 1.185 1.551 0.359 0.22
H -1.501 -0.580 -1.296 0.20
H -3.858 -0.291 -0.826 0.22
H -4.747 2.656 2.635 0.21
H -6.380 2.425 1.943 0.21
H -5.652 1.144 2.931 0.19
H -5.663 0.675 -0.869 0.21
H -5.928 -0.435 0.507 0.19
H -6.865 1.083 0.389 0.22
H -2.899 2.866 2.006 0.22
H -0.497 2.615 1.399 0.22
H -0.511 -0.262 -2.786 0.22
H 2.028 -0.428 -5.611 0.22
H 0.948 -1.610 -4.814 0.21
H 0.273 -0.119 -5.517 0.22
H 3.733 0.564 -5.127 0.22
H 5.616 1.914 -4.110 0.23
H 5.328 2.936 -1.870 0.23
H 3.233 2.549 -0.531 0.21
```

## Properties
Relative energy (zero: lowest compared OMol25 entry of this formula, charge and spin): 177.7 kJ/mol
Total charge: +1
Calculated total energy: -34017.970 eV
Structure (SMILES): CC(C)=[N+](Cc1ccccc1)[C@H](c1ccc(N(C)C)cc1)c1cn(C)c2ccccc12